No. 1
{
  "formula": "C2",
  "method": "ωB97M-V/def2-TZVPD",
  "symbols": ["C", "C"],
  "coordinates": [[0.000, 0.000, 0.862], [0.000, 0.000, -0.862]],
  "lowdin_charge": [0.000, 0.000],
  "e_above_lowest_ev": 1.864,
  "spin_multiplicity": 1,
  "orbital_gap_ha": 0.244,
  "homo_energy_ev": -10.01
}

No. 2
{
  "formula": "C20H103Br4N5O35P",
  "method": "ωB97M-V/def2-TZVPD",
  "symbols": ["C", "C", "O", "N", "C", "C", "C", "Br", "C", "N", "C", "C", "C", "C", "Br", "C", "P", "N", "C", "C", "C", "N", "C", "C", "C", "O", "N", "C", "Br", "C", "C", "Br", "H", "H", "H", "H", "H", "H", "H", "H", "H", "H", "H", "H", "H", "H", "H", "H", "H", "H", "H", "H", "H", "H", "H", "H", "H", "H", "H", "H", "H", "H", "H", "H", "H", "H", "H", "H", "H", "O", "H", "H", "O", "H", "H", "O", "H", "H", "O", "H", "H", "O", "H", "H", "O", "H", "H", "O", "H", "H", "O", "H", "H", "O", "H", "H", "O", "H", "H", "O", "H", "H", "O", "H", "H", "O", "H", "H", "O", "H", "H", "O", "H", "H", "O", "H", "H", "O", "H", "H", "O", "H", "H", "O", "H", "H", "O", "H", "H", "O", "H", "H", "O", "H", "H", "O", "H", "H", "O", "H", "H", "O", "H", "H", "O", "H", "H", "O", "H", "H", "O", "H", "H", "O", "H", "H", "O", "H", "H", "O", "H", "H", "O", "H", "H", "O", "H", "H"],
  "coordinates": [[1.321, -0.609, 3.410], [1.904, -1.112, 2.018], [2.603, -0.022, 1.302], [1.698, 0.738, 0.612], [1.280, 2.010, 1.313], [2.502, 2.677, 2.066], [3.755, 2.966, 1.139], [1.901, 4.346, 2.999], [1.193, 0.367, -0.571], [1.586, -0.811, -1.231], [0.515, -1.629, -1.845], [0.404, -2.998, -0.987], [0.600, -4.292, -1.931], [2.105, -4.814, -1.798], [-0.662, -5.764, -1.424], [-0.892, -0.966, -2.093], [-1.361, -1.226, -3.895], [-1.789, -2.786, -3.997], [-1.033, 0.545, -1.512], [-1.458, 0.193, 0.053], [-3.011, 0.119, 0.280], [-3.524, 0.801, 1.253], [-2.305, 1.319, -1.983], [-2.111, 2.093, -3.472], [-3.510, 2.729, -4.053], [-2.324, 3.565, -3.460], [0.223, 1.246, -1.257], [1.002, 1.973, -2.239], [1.436, 1.058, -3.981], [0.634, 3.567, -2.400], [1.742, 4.455, -1.631], [0.802, 4.056, -4.306], [0.342, -0.063, 3.269], [2.067, 0.090, 3.894], [1.079, -1.496, 4.075], [1.119, -1.595, 1.368], [2.679, -1.899, 2.247], [0.473, 1.720, 2.052], [0.841, 2.761, 0.599], [2.863, 1.989, 2.889], [4.497, 2.126, 1.266], [4.301, 3.916, 1.433], [3.490, 3.049, 0.039], [2.320, -1.342, -0.760], [0.900, -1.980, -2.864], [1.168, -3.040, -0.149], [-0.607, -3.132, -0.504], [0.344, -4.040, -3.007], [2.654, -4.350, -0.927], [2.634, -4.635, -2.777], [2.059, -5.936, -1.634], [-1.650, -1.613, -1.537], [-0.302, -1.063, -4.832], [-2.548, -0.504, -4.292], [-1.180, -3.270, -4.669], [-1.061, -0.837, 0.352], [-1.084, 1.007, 0.754], [-3.730, -0.485, -0.364], [-4.555, 0.662, 1.287], [-2.624, 2.205, -1.368], [-3.167, 0.652, -2.306], [-1.383, 1.621, -4.257], [-3.611, 2.894, -5.157], [-4.379, 2.667, -3.334], [2.054, 2.053, -1.791], [-0.347, 3.831, -1.919], [1.704, 5.473, -2.139], [1.434, 4.657, -0.556], [2.783, 4.037, -1.734], [-6.147, 4.007, -2.870], [-5.560, 4.773, -2.804], [-6.990, 4.329, -2.529], [4.429, -2.196, -1.229], [4.242, -1.656, -0.452], [5.093, -1.689, -1.712], [5.190, -1.728, 2.342], [4.640, -1.284, 1.691], [5.640, -2.419, 1.834], [0.146, 4.751, 5.986], [0.804, 4.805, 6.689], [0.670, 4.655, 5.183], [-5.169, 3.468, 1.749], [-4.695, 2.627, 1.797], [-5.383, 3.562, 0.813], [-1.538, -9.189, -1.850], [-2.243, -9.273, -2.502], [-1.415, -8.237, -1.759], [-4.600, 6.080, -1.244], [-4.769, 6.597, -0.447], [-3.952, 6.604, -1.729], [0.010, 6.310, 0.260], [-0.356, 6.048, 1.114], [-0.753, 6.310, -0.331], [-1.402, 4.947, -6.543], [-1.740, 4.649, -5.687], [-2.184, 4.982, -7.106], [-5.501, -1.027, 1.360], [-4.760, -1.500, 1.755], [-6.189, -1.698, 1.272], [-2.031, -11.247, 0.773], [-1.949, -10.816, -0.087], [-1.247, -10.956, 1.254], [0.448, -4.033, -5.595], [1.328, -3.718, -5.356], [0.512, -4.208, -6.542], [4.814, 5.635, -0.015], [5.375, 6.417, 0.043], [3.952, 5.944, 0.292], [6.187, 0.197, 0.206], [6.773, 0.963, 0.261], [5.337, 0.534, 0.508], [-0.471, -10.452, 3.578], [-0.236, -10.318, 4.505], [-0.913, -11.309, 3.571], [4.105, -1.120, -3.666], [4.692, -0.356, -3.608], [3.256, -0.788, -3.347], [5.468, -4.408, 0.895], [4.916, -3.957, 0.246], [5.916, -5.096, 0.389], [-1.369, -1.564, 3.773], [-1.748, -1.799, 4.629], [-2.126, -1.556, 3.177], [-1.590, 7.229, 7.381], [-2.162, 7.664, 6.733], [-1.116, 6.562, 6.867], [-6.541, 2.094, -5.058], [-6.703, 2.616, -4.259], [-5.899, 2.614, -5.550], [8.853, -0.971, 0.717], [8.474, -1.203, 1.573], [8.095, -0.963, 0.121], [-8.329, -0.315, -3.982], [-8.492, 0.201, -3.186], [-7.684, 0.209, -4.475], [-10.583, -1.840, -4.657], [-9.688, -1.540, -4.432], [-10.551, -1.981, -5.609], [-0.487, -7.117, 1.664], [-0.006, -7.951, 1.718], [-0.702, -7.028, 0.726], [9.950, -2.528, -2.010], [9.761, -1.978, -1.240], [10.615, -2.028, -2.496], [1.001, 7.748, 6.255], [1.559, 8.533, 6.320], [0.132, 8.050, 6.563], [-4.134, 8.716, 5.753], [-4.589, 9.364, 6.303], [-4.820, 8.076, 5.531], [2.633, 8.358, 8.300], [3.478, 7.895, 8.294], [1.984, 7.664, 8.125], [0.348, -9.085, 6.298], [0.158, -8.544, 7.073], [1.003, -8.571, 5.811], [2.377, -8.369, 8.299], [2.613, -8.237, 9.224], [1.937, -9.228, 8.290], [-0.944, 0.609, -6.437], [-0.869, 1.055, -7.290], [-0.154, 0.886, -5.955], [-3.270, 6.897, 1.405], [-3.013, 7.005, 2.328], [-3.718, 6.041, 1.384], [2.537, -8.322, -1.403], [3.365, -8.815, -1.412], [1.863, -8.993, -1.569]],
  "lowdin_charge": [-0.056, -0.147, -0.091, -0.015, -0.132, -0.636, -0.114, 0.785, -0.177, 0.153, -0.269, -0.154, -0.631, -0.113, 0.790, -0.283, 0.775, -0.288, -0.347, -0.083, -0.230, 0.086, -0.067, -0.237, 0.001, -0.200, -0.032, -0.574, 0.785, -0.631, -0.162, 0.756, 0.059, 0.091, 0.099, 0.106, 0.129, 0.120, 0.120, 0.086, 0.064, 0.068, 0.066, 0.108, 0.123, 0.099, 0.092, 0.052, 0.063, 0.087, 0.043, 0.123, -0.009, 0.042, -0.073, 0.119, 0.115, 0.136, 0.039, 0.142, 0.125, 0.078, 0.107, 0.090, 0.094, 0.099, 0.079, 0.054, 0.075, -0.064, 0.029, 0.064, -0.046, 0.004, 0.047, -0.040, -0.029, 0.022, -0.074, 0.046, -0.086, -0.057, -0.012, 0.028, -0.063, 0.051, -0.063, -0.048, 0.031, 0.053, -0.069, 0.021, 0.039, -0.096, -0.023, 0.037, -0.059, 0.042, 0.069, -0.061, 0.003, 0.007, -0.058, 0.043, 0.061, -0.064, 0.053, 0.036, -0.047, 0.067, -0.001, -0.059, 0.003, 0.040, -0.077, 0.049, -0.061, -0.049, -0.003, 0.056, -0.056, 0.060, 0.029, -0.057, 0.020, 0.008, -0.054, 0.007, 0.027, -0.049, 0.046, 0.008, -0.045, 0.053, 0.022, -0.080, -0.018, 0.028, -0.090, 0.029, -0.087, -0.062, -0.002, 0.036, -0.084, 0.039, 0.018, -0.052, 0.047, 0.042, -0.066, 0.041, 0.017, -0.052, 0.036, 0.052, -0.066, 0.041, 0.030, -0.106, 0.058, -0.071, -0.054, 0.048, 0.023, -0.061, 0.041, 0.039],
  "e_above_lowest_ev": 4.553,
  "spin_multiplicity": 1,
  "orbital_gap_ha": 0.255,
  "homo_energy_ev": -10.39,
  "charge": 1
}

No. 3
{
  "formula": "C20H10O3S2",
  "method": "ωB97M-V/def2-TZVPD",
  "symbols": ["O", "O", "O", "C", "C", "C", "C", "C", "C", "C", "C", "C", "C", "C", "C", "C", "C", "C", "C", "C", "C", "C", "C", "S", "S", "H", "H", "H", "H", "H", "H", "H", "H", "H", "H"],
  "coordinates": [[-3.568, -0.214, -4.007], [1.233, -2.832, -2.855], [0.681, 1.167, 1.215], [-3.198, 0.442, -1.549], [-2.319, -1.787, -2.427], [-0.971, 4.387, 2.033], [-2.052, 4.228, 1.173], [3.861, -1.994, 1.522], [4.029, -3.205, 0.866], [-0.057, 3.345, 2.144], [-2.236, 3.074, 0.425], [2.735, -1.224, 1.218], [3.134, -3.635, -0.139], [-0.182, 2.229, 1.353], [0.109, 0.322, 0.272], [-1.270, 2.065, 0.555], [1.840, -1.595, 0.214], [0.559, -0.922, -0.183], [2.019, -2.822, -0.448], [-1.105, 0.798, -0.141], [-0.223, -1.637, -1.090], [-1.951, 0.075, -1.048], [-1.463, -1.149, -1.546], [-3.803, -0.810, -2.691], [0.629, -3.189, -1.535], [-3.726, 1.303, -1.204], [-2.169, -2.713, -2.952], [-0.863, 5.284, 2.647], [-2.732, 5.066, 1.114], [4.593, -1.768, 2.318], [4.837, -3.884, 1.122], [0.818, 3.404, 2.803], [-3.084, 3.037, -0.240], [2.597, -0.299, 1.769], [3.298, -4.546, -0.710]],
  "lowdin_charge": [-0.518, -0.508, 0.116, -0.119, -0.121, -0.070, -0.085, -0.066, -0.079, 0.003, 0.009, -0.009, -0.038, -0.207, -0.106, -0.092, -0.143, -0.053, -0.290, -0.013, -0.210, -0.164, -0.245, 0.932, 1.032, 0.064, 0.092, 0.111, 0.103, 0.118, 0.105, 0.127, 0.099, 0.110, 0.112],
  "e_above_lowest_ev": 3.513,
  "spin_multiplicity": 1,
  "orbital_gap_ha": 0.223,
  "homo_energy_ev": -7.93
}

No. 4
{
  "formula": "C20H11BrCl5CrNO2Te",
  "method": "ωB97M-V/def2-TZVPD",
  "symbols": ["Cr", "Cl", "C", "C", "C", "Cl", "C", "Cl", "C", "Cl", "C", "Cl", "Br", "C", "C", "C", "C", "C", "N", "C", "O", "O", "H", "H", "H", "C", "Te", "C", "C", "C", "C", "C", "C", "C", "H", "H", "H", "H", "H", "H", "H", "H"],
  "coordinates": [[-0.421, 0.426, 0.792], [-3.589, -1.666, 0.693], [-3.660, 0.079, 0.660], [-2.475, 0.786, 0.701], [-2.620, 2.158, 0.733], [-1.101, 3.065, 0.845], [-3.824, 2.846, 0.727], [-3.872, 4.565, 0.793], [-4.994, 2.091, 0.676], [-6.523, 2.880, 0.672], [-4.913, 0.696, 0.644], [-6.363, -0.233, 0.606], [-2.485, 0.540, 4.014], [-0.605, 0.467, 4.126], [-0.043, 0.451, 5.395], [1.333, 0.393, 5.497], [2.095, 0.354, 4.340], [1.446, 0.379, 3.125], [0.105, 0.432, 3.009], [2.262, 0.350, 1.832], [3.467, 0.246, 1.906], [1.549, 0.454, 0.761], [-0.682, 0.486, 6.264], [1.804, 0.380, 6.472], [3.173, 0.306, 4.340], [0.302, 0.065, -2.970], [-0.381, -1.167, -1.367], [1.629, -1.875, -1.434], [1.999, -1.754, -2.892], [2.962, -2.557, -3.485], [3.269, -2.403, -4.831], [2.612, -1.445, -5.589], [1.647, -0.639, -4.999], [1.339, -0.789, -3.655], [0.736, 0.959, -2.523], [-0.524, 0.348, -3.618], [1.693, -2.892, -1.057], [2.201, -1.209, -0.788], [3.471, -3.309, -2.895], [4.016, -3.038, -5.289], [2.842, -1.331, -6.639], [1.126, 0.104, -5.591]],
  "lowdin_charge": [0.388, 0.633, -0.733, -0.394, -0.690, 0.700, -0.709, 0.689, -0.703, 0.685, -0.701, 0.679, 0.878, -0.696, -0.100, -0.029, 0.016, -0.157, 0.038, -0.584, 0.083, -0.206, 0.102, 0.117, 0.126, -0.375, 1.449, -0.371, -0.291, -0.036, -0.080, -0.081, -0.039, -0.298, 0.071, 0.063, 0.066, 0.054, 0.115, 0.103, 0.103, 0.114],
  "spin_multiplicity": 5,
  "orbital_gap_ha": [0.308, 0.317],
  "homo_energy_ev": [-8.63, -9.01]
}

What did the third record say?
{
  "formula": "C20H10O3S2",
  "method": "ωB97M-V/def2-TZVPD",
  "symbols": ["O", "O", "O", "C", "C", "C", "C", "C", "C", "C", "C", "C", "C", "C", "C", "C", "C", "C", "C", "C", "C", "C", "C", "S", "S", "H", "H", "H", "H", "H", "H", "H", "H", "H", "H"],
  "coordinates": [[-3.568, -0.214, -4.007], [1.233, -2.832, -2.855], [0.681, 1.167, 1.215], [-3.198, 0.442, -1.549], [-2.319, -1.787, -2.427], [-0.971, 4.387, 2.033], [-2.052, 4.228, 1.173], [3.861, -1.994, 1.522], [4.029, -3.205, 0.866], [-0.057, 3.345, 2.144], [-2.236, 3.074, 0.425], [2.735, -1.224, 1.218], [3.134, -3.635, -0.139], [-0.182, 2.229, 1.353], [0.109, 0.322, 0.272], [-1.270, 2.065, 0.555], [1.840, -1.595, 0.214], [0.559, -0.922, -0.183], [2.019, -2.822, -0.448], [-1.105, 0.798, -0.141], [-0.223, -1.637, -1.090], [-1.951, 0.075, -1.048], [-1.463, -1.149, -1.546], [-3.803, -0.810, -2.691], [0.629, -3.189, -1.535], [-3.726, 1.303, -1.204], [-2.169, -2.713, -2.952], [-0.863, 5.284, 2.647], [-2.732, 5.066, 1.114], [4.593, -1.768, 2.318], [4.837, -3.884, 1.122], [0.818, 3.404, 2.803], [-3.084, 3.037, -0.240], [2.597, -0.299, 1.769], [3.298, -4.546, -0.710]],
  "lowdin_charge": [-0.518, -0.508, 0.116, -0.119, -0.121, -0.070, -0.085, -0.066, -0.079, 0.003, 0.009, -0.009, -0.038, -0.207, -0.106, -0.092, -0.143, -0.053, -0.290, -0.013, -0.210, -0.164, -0.245, 0.932, 1.032, 0.064, 0.092, 0.111, 0.103, 0.118, 0.105, 0.127, 0.099, 0.110, 0.112],
  "e_above_lowest_ev": 3.513,
  "spin_multiplicity": 1,
  "orbital_gap_ha": 0.223,
  "homo_energy_ev": -7.93
}